1.
Entry from the OMol25 dataset: a structure of composition C38H21MoN8 (the ωB97M-V functional and the def2-TZVPD basis).

Structure (XYZ):
```
68
Properties=species:S:1:pos:R:3:lowdin_charge:R:1
Mo -0.2081 -0.0798 -0.3574 1.64
C 6.0341 1.9414 -0.3422 0.01
C 5.4758 3.2057 -0.4585 0.01
C 4.1119 3.3736 -0.6682 0.06
C 3.3078 2.2579 -0.7619 -0.11
C 1.9021 2.1447 -0.8548 -0.15
N 1.0355 3.1697 -1.0319 0.25
C -0.2559 2.9600 -0.7709 -0.17
C -1.2781 3.9541 -0.8359 -0.11
C -1.2243 5.2396 -1.3165 0.05
C -2.3266 6.0733 -1.1097 0.01
C -3.4487 5.6165 -0.4333 0.00
C -3.5001 4.3169 0.0609 0.05
C -2.4319 3.4849 -0.1464 -0.12
C -2.1730 2.1943 0.3655 -0.17
N -2.8758 1.5772 1.3259 0.25
C -2.4484 0.3639 1.7320 -0.15
N -1.5960 -0.6013 1.0716 -0.04
C -1.4690 -1.7923 1.8648 -0.16
N -0.8424 -2.9638 1.6171 0.25
C 0.1841 -2.9337 0.7453 -0.17
N 0.8172 -1.7823 0.1683 -0.04
C 2.1000 -2.1351 -0.3599 -0.17
N 3.1058 -1.3318 -0.7059 0.25
C 2.8644 -0.0061 -0.7082 -0.17
N 1.6370 0.7290 -0.8405 -0.03
C 3.8895 0.9617 -0.6785 -0.11
C 5.2450 0.8099 -0.4695 0.05
C 2.2238 -3.5457 -0.1689 -0.11
C 3.2974 -4.3731 -0.3723 0.05
C 3.2228 -5.6916 0.0756 0.00
C 2.1078 -6.1543 0.7483 0.00
C 1.0134 -5.3153 0.9569 0.05
C 1.0588 -4.0164 0.5001 -0.11
C -2.2674 -1.5618 3.0191 -0.11
C -2.4084 -2.3351 4.1530 0.04
C -3.1666 -1.8517 5.2021 0.00
C -3.7603 -0.5949 5.1393 0.01
C -3.5950 0.1929 4.0149 0.04
C -2.8474 -0.2685 2.9506 -0.11
N -0.8627 1.8505 -0.1044 -0.04
H 7.1067 1.8393 -0.1428 0.14
H 6.1289 4.0795 -0.3764 0.14
H 3.6469 4.3761 -0.7349 0.15
H -0.3238 5.5762 -1.8387 0.14
H -2.3004 7.0918 -1.5305 0.14
H -4.3166 6.2820 -0.2830 0.14
H -4.3899 3.9554 0.5996 0.15
H 5.6652 -0.2014 -0.4377 0.14
H 4.1947 -3.9861 -0.8754 0.15
H 4.0746 -6.3617 -0.0953 0.14
H 2.0442 -7.1898 1.0923 0.14
H 0.1184 -5.6733 1.4749 0.14
H -1.9192 -3.3158 4.2207 0.14
H -3.2917 -2.4830 6.1022 0.15
H -4.3666 -0.2215 5.9720 0.14
H -4.0509 1.1938 3.9601 0.15
C -2.0432 -1.4329 -4.6228 -0.01
C -0.8245 -0.7780 -4.5414 -0.05
C -0.2971 -0.3785 -3.3142 -0.10
C -0.9912 -0.6153 -2.1173 -0.32
C -2.2267 -1.2752 -2.2006 -0.10
C -2.7347 -1.6719 -3.4328 -0.05
H -2.4628 -1.7475 -5.5929 0.14
H -0.2414 -0.5503 -5.4442 0.13
H 0.6622 0.1316 -3.3060 0.09
H -2.8143 -1.5246 -1.3081 0.10
H -3.6948 -2.2024 -3.4425 0.13
```

HOMO level (alpha / beta), eV: -16.52 / -16.52
Total energy, eV: -53497.673
Total charge: +3

---

2.
Entry from the OMol25 dataset: a structure of composition C38H24F15FeGeN2O6S (the ωB97M-V functional and the def2-TZVPD basis).

Structure (XYZ):
```
88
Properties=species:S:1:pos:R:3:lowdin_spin:R:1
Fe -0.6238 2.0467 -0.2575 3.74
O 3.1583 0.2680 -3.8742 0.00
C 3.8664 0.2680 -2.7405 0.00
C 5.1434 -0.2989 -2.7624 0.00
C 5.9366 -0.2940 -1.6318 0.00
C 5.4778 0.2811 -0.4513 0.00
C 4.2055 0.8219 -0.4151 0.00
C 3.3787 0.8154 -1.5369 0.00
C 1.9993 1.3570 -1.4039 0.00
O 1.5471 1.6255 -0.2484 0.04
N 1.3366 1.5178 -2.5387 0.00
N 0.1059 2.0643 -2.3492 0.04
C -0.6370 2.2519 -3.3724 0.00
C -1.9066 2.9364 -3.3257 0.00
C -2.6940 2.9545 -4.4841 0.00
C -3.8986 3.6196 -4.5438 0.00
C -4.3444 4.3034 -3.4094 0.00
C -3.6008 4.3009 -2.2525 0.00
C -2.3594 3.6190 -2.1484 0.01
O -1.6961 3.6502 -1.0439 0.05
H 2.2975 0.7431 -3.6612 0.00
H 5.4946 -0.7324 -3.6902 0.00
H 6.9244 -0.7384 -1.6683 0.00
H 6.1056 0.2985 0.4311 0.00
H 3.8125 1.2597 0.4946 0.00
H -0.2849 1.9133 -4.3507 0.00
H -2.3379 2.4096 -5.3533 0.00
H -4.4901 3.6138 -5.4505 0.00
H -5.2878 4.8374 -3.4412 0.00
H -3.9523 4.8199 -1.3679 0.00
C 1.4530 3.8446 1.6552 0.00
O 0.0900 3.9438 1.2613 0.01
C -0.8094 4.0664 2.3397 0.00
C -1.1912 2.6980 2.8800 0.00
O -1.7977 1.9082 1.8761 0.02
C -3.1759 2.1851 1.6535 0.00
C -3.7374 1.1478 0.7095 0.00
O -3.2259 1.4017 -0.5753 0.01
C -3.8252 0.5862 -1.5660 0.00
H 1.7626 4.7654 2.1616 0.00
H 2.0299 3.7006 0.7478 0.00
H 1.6291 2.9858 2.3090 0.00
H -1.6934 4.5649 1.9377 0.00
H -0.3797 4.6841 3.1366 0.00
H -1.8522 2.8002 3.7483 0.00
H -0.2990 2.1448 3.1790 0.00
H -3.3095 3.1728 1.1988 0.00
H -3.7127 2.1371 2.6079 0.00
H -4.8323 1.2309 0.6941 0.00
H -3.4518 0.1433 1.0447 0.00
H -4.9102 0.7457 -1.5785 0.00
H -3.6083 -0.4710 -1.3916 0.00
H -3.4073 0.8906 -2.5225 0.00
F 2.5661 -4.2368 -0.1119 0.00
C 3.0004 -3.1564 0.5456 0.00
C 2.1149 -2.1991 1.0069 0.00
C 2.6473 -1.1628 1.7534 0.00
F 1.8114 -0.2442 2.2655 0.00
C 3.9939 -1.0541 2.0300 0.00
F 4.4757 -0.0513 2.7696 0.00
C 4.8562 -2.0136 1.5326 0.00
F 6.1599 -1.9293 1.7864 0.00
C 4.3610 -3.0693 0.7899 0.00
F 5.1999 -4.0043 0.3354 0.00
Ge 0.1266 -2.1325 0.7538 0.01
S -0.8253 -0.5855 -0.3090 0.03
C -0.4255 -3.7262 -0.3335 0.00
C -1.4834 -4.5571 -0.0169 0.00
F -2.0346 -4.5132 1.2093 0.00
C -2.0298 -5.4511 -0.9212 0.00
F -3.0502 -6.2437 -0.5737 0.00
C -1.5192 -5.5143 -2.2035 0.00
F -2.0369 -6.3660 -3.0878 0.00
C -0.4764 -4.6799 -2.5695 0.00
F -0.0016 -4.7301 -3.8158 0.00
C 0.0397 -3.7992 -1.6391 0.00
F 1.0096 -2.9689 -2.0324 0.00
C -0.3870 -2.5878 2.6467 0.00
C 0.0575 -3.7716 3.2099 0.00
F 0.8400 -4.5856 2.4866 0.00
C -0.2830 -4.1647 4.4890 0.00
F 0.1574 -5.3180 5.0003 0.00
C -1.0965 -3.3461 5.2535 0.00
F -1.4330 -3.7049 6.4898 0.00
C -1.5546 -2.1528 4.7265 0.00
F -2.3361 -1.3595 5.4664 0.00
C -1.1984 -1.7951 3.4376 0.00
F -1.6678 -0.6352 2.9702 0.00
```

HOMO level (alpha / beta), eV: -4.74 / -4.76
Energy above the lowest of the compared OMol25 structures with the same formula, charge and spin, kcal/mol: 0.00
Total energy, eV: -197562.576
Total charge: -1
Multiplicity: 5